Density functional theory data (ωB97M-V/def2-TZVPD) for the molecule H3N2O2P in a non-equilibrium geometry.

Computed properties:
SMILES: NNP(=O)=O
Largest force on an atom (eV/A): 3.25
ΔE to the lowest compared entry with this formula, charge and spin (kcal per mole): 43.6
E (hartree): -603.0926

Geometry as ORCA input:
```
! RIJCOSX wB97M-V def2-TZVPD def2/J DEFGRID3
* xyz 0 1
O -0.0859 -1.7429 1.9514
P 0.3065 -1.3566 0.6154
N -0.1601 0.2489 -0.7692
N -0.5321 1.5112 -0.4428
H -0.0575 1.9794 0.2985
H -1.5051 1.4886 -0.4715
H 0.8574 0.1534 -1.0069
O 1.1767 -2.2821 -0.1749
*
```

Density functional theory data (ωB97M-V/def2-TZVPD) for a structure of composition C48H45BaN7OPS3 in a non-equilibrium geometry.

Computed properties:
Largest force on an atom (eV/A): 1.43
ΔE to the lowest compared entry with this formula, charge and spin (kcal per mole): 53.9
E (hartree): -3875.9932

Geometry as ORCA input:
```
! RIJCOSX wB97M-V def2-TZVPD def2/J DEFGRID3
* xyz -1 1
H 2.0739 4.2433 -2.0759
H 2.6168 2.4961 -0.4482
O -0.7811 1.3725 -0.1566
C -2.3242 -3.4635 4.1030
H -5.1726 -2.4002 2.6459
C -4.1103 -2.4911 2.8432
C 2.8663 3.8172 -4.0115
H -1.9768 -4.1250 4.8901
C -3.5333 3.4102 1.1975
H -8.2828 0.0915 2.3314
C -3.7469 2.1273 0.7270
C 4.6673 -1.8345 -0.4019
N 0.7428 2.3280 -1.2962
C 1.3291 1.2605 -4.8872
N -0.4598 1.7983 -1.2628
H 3.5364 3.6254 -5.9699
H 1.5488 1.3894 0.3901
S -2.2485 -3.4461 -1.7236
H -2.7748 4.6107 2.8126
H 0.7907 0.4920 -5.4271
C 5.7404 0.5545 1.1758
C 2.0583 2.1053 -5.6309
H -9.2978 -0.9103 0.3096
H -3.8174 4.2616 0.5907
N 0.8617 -5.7643 -1.5960
C 2.8801 3.2149 -5.2122
C -7.4067 -1.3184 -0.6172
H 0.9066 -3.2564 -3.1834
S -0.7939 -5.4537 -3.4305
C 3.9670 -6.7466 1.0588
H 3.5154 4.6742 -3.8770
C -0.9900 -4.5922 -1.9353
H -0.2566 -1.2689 -4.0148
H 1.3767 3.8747 2.9814
C -3.3828 1.0105 1.4816
H 7.5783 -0.2715 0.5173
C -3.6826 -3.3470 3.8485
N 2.1172 -0.2211 1.6757
H 0.1517 -2.3805 -1.9120
C 0.6731 -6.1892 -2.8604
H 3.9774 -8.6658 0.1034
C -1.7767 -1.9003 2.2733
H -7.8420 -1.7542 -1.5076
C 1.9227 -6.1205 -0.7117
C -5.4413 -0.6822 0.6422
H -2.4979 0.3624 3.3186
H -5.3885 -1.6135 -1.2862
C 3.5262 -7.6821 0.1368
H -5.8322 0.2387 2.5404
C 2.5037 -7.3808 -0.7507
H 2.0502 1.9231 -6.7004
N 0.7961 0.0992 -2.8357
C -7.6504 -0.2829 1.5357
C 1.6493 3.0446 2.3251
H -0.3571 -2.8925 3.5615
C 3.2989 -0.2550 1.1187
H 3.1167 -1.9569 -2.6045
H 1.8578 -4.2166 0.2660
S 1.6341 -7.1462 -3.8468
C -3.1748 -1.7768 2.0998
H 0.7613 1.9315 3.9359
H 4.1012 1.4442 2.0731
C 4.3901 0.5986 1.4629
C -2.7994 1.2188 2.7283
H 0.0745 3.4723 0.9311
H 2.1610 -8.1104 -1.4656
C -2.5867 2.5076 3.2056
H 2.6126 -3.3313 -1.6328
C 2.3444 -5.1798 0.2242
C -6.0251 -1.2356 -0.4946
H 3.6893 -4.7563 1.8234
C 1.1496 1.1737 -3.4242
H 2.8521 0.6803 3.4593
C -6.2731 -0.2030 1.6539
C 1.5952 2.3653 -0.0966
C 3.4331 -1.1924 -0.0732
H 6.2989 1.3932 1.5863
C 2.0469 3.5025 -2.8672
C 3.3665 -5.4956 1.1019
C -1.4133 -2.7485 3.3310
H -4.1966 1.9840 -0.2502
H 4.5422 -2.7403 -0.9826
H 0.1043 1.5278 2.3785
C -2.9465 3.6068 2.4432
H 4.7684 -6.9895 1.7446
N 2.3271 -1.4563 -0.7076
H 6.7005 -2.2150 -0.5219
C 1.3000 2.4141 -2.6062
C 6.5032 -0.3969 0.5197
C 0.7372 -1.1626 -3.5647
H 2.7418 2.9966 2.3457
H -2.1323 2.6465 4.1793
C 1.0449 1.7441 2.8967
C 5.9749 -1.5098 -0.1241
Ba -0.0722 -1.0660 0.1566
H 1.4804 -1.1988 -4.3706
H 1.3568 -0.2287 3.5718
N -0.0566 -4.8563 -1.0677
H -4.4034 -3.9200 4.4206
H 1.5414 4.3992 0.6382
P -3.6122 -0.6597 0.7302
C 1.9099 0.4734 2.9381
C 0.9819 -2.3303 -2.6174
C -8.2203 -0.8442 0.3989
C 2.3449 -2.3009 -1.8998
C 1.1650 3.4111 0.9194
*
```

Density functional theory data (ωB97M-V/def2-TZVPD) for the molecule C5H2S in a non-equilibrium geometry.

Computed properties:
SMILES: C#CC#CC=S
Largest force on an atom (eV/A): 2.16
ΔE to the lowest compared entry with this formula, charge and spin (kcal per mole): 2.2
E (hartree): -589.7543

Geometry as ORCA input:
```
! RIJCOSX wB97M-V def2-TZVPD def2/J DEFGRID3
* xyz 0 1
C 0.2870 -0.3218 -0.0714
C 2.5647 -0.6583 -1.3174
H -2.0638 0.3362 2.1501
C -0.7561 0.0649 0.4363
C 1.5241 -0.5097 -0.6907
S -3.0818 1.3688 0.2988
C -1.9403 0.5506 1.0608
H 3.4662 -0.8308 -1.8665
*
```

Density functional theory data (ωB97M-V/def2-TZVPD) for a cluster of 2 separate species, C5H13N3 in total in a non-equilibrium geometry.

Computed properties:
Largest force on an atom (eV/A): 3.06
ΔE to the lowest compared entry with this formula, charge and spin (kcal per mole): 69.7
E (hartree): -362.4713

Geometry as ORCA input:
```
! RIJCOSX wB97M-V def2-TZVPD def2/J DEFGRID3
* xyz 0 1
C 1.4744 -0.0108 1.0535
H 1.2585 1.5411 -0.8417
H -2.1860 0.5896 0.0480
H 2.3917 0.5305 1.3119
N 1.7021 0.6594 -1.2399
H -2.4550 -0.3633 -1.3997
H 1.5370 0.4840 -2.2233
H -0.4963 0.5782 1.9008
N 0.3084 2.0308 0.5720
C 1.4507 -0.3839 -0.4058
C -1.6807 0.1435 -0.8135
H -1.4362 -1.3733 1.4162
H -0.5473 2.5700 0.6629
C 0.2599 0.8759 1.1696
H 1.8283 -1.3619 -0.6903
H 1.3676 -0.9010 1.6690
H -1.6116 -2.5048 0.2509
H -1.2638 0.9399 -1.4338
C -0.5967 -0.8251 -0.3730
H -0.3312 -1.4117 -1.2582
N -0.9738 -1.8070 0.6244
*
```

Density functional theory data (ωB97M-V/def2-TZVPD) for a cluster of 3 separate species, C38H53BrF6O12Si in total.

Computed properties:
SMILES: CC(=O)OCCCCCCc1c(CCF)c(CCO[Si](C)(C)C)c2c(c1CCCC(F)(F)C(F)(F)F)C(=O)C(CC(=O)Br)=CC2=O.COC(=O)OC.COC(=O)OC
Largest force on an atom (eV/A): 0.75
E (hartree): -5845.4851

Geometry as ORCA input:
```
! RIJCOSX wB97M-V def2-TZVPD def2/J DEFGRID3
* xyz 0 1
H -0.6333 -2.1618 2.0242
H 2.2057 -2.8740 2.7766
H 1.4374 6.8609 3.2339
C 0.6710 -4.8102 -2.2549
H 2.7734 4.8733 -4.2359
C 1.0511 0.6813 -2.6212
C -1.7686 -0.5555 3.8843
H -0.3798 -1.2938 -1.1663
Si 2.0847 5.7468 -2.0045
C -0.5321 -6.5538 -3.7356
H -0.2840 -7.4535 -4.2975
O -6.2851 -3.9484 -1.4809
H 3.4734 6.4652 -3.9066
H -0.1439 -2.5214 0.0535
H -0.3016 -2.9248 -2.7344
H -0.2159 -5.0913 -1.6844
O -1.4806 6.7670 0.7335
H 1.5337 8.0603 -1.5522
C 1.1276 0.6106 -0.0458
H -3.5251 -4.1976 -5.4129
H -3.1155 -3.0315 -4.1664
H -0.9599 -6.8882 -2.7897
C -2.7123 -3.8330 -4.7791
H 0.8999 1.4788 -3.3515
H -0.2990 6.2884 -1.6846
C 0.7057 -3.3035 -2.5370
H -4.9288 -5.4240 -2.0433
C 0.7063 -5.6913 -3.5256
C 2.3738 7.4306 -1.2428
C 0.0272 -2.8436 2.5637
O 2.7224 -1.4004 4.3709
H -5.1548 -5.2244 -0.2876
C -1.5514 -2.0364 4.3473
H -1.9151 -3.4940 -5.4362
H -0.1261 -3.5141 4.6359
H 1.5351 -5.0742 -1.6417
H 1.2852 -3.1645 -3.4547
H 1.7523 6.3271 -4.3648
C 1.4605 -2.5913 2.0414
C 3.2062 2.0565 2.7882
C -9.6903 -4.5050 -1.8499
H 3.5038 2.6791 -1.2100
C -7.3962 -4.6739 -1.5396
H 2.3603 5.8308 2.1147
C 2.0082 3.0258 0.2823
H 2.3443 7.3911 -0.1540
H -4.2752 -3.9961 -1.2234
O 4.7782 -1.3327 6.7020
H 1.0451 3.5248 0.4245
H 1.6159 -3.2291 1.1718
O -1.1848 6.5366 2.9605
C 2.5710 5.8605 -3.8154
H -10.4209 -3.7223 -2.0319
C 1.6436 -1.1563 1.5798
C 5.4762 -0.4912 4.5733
C -5.0884 -4.7088 -1.2447
H -3.3402 6.1982 1.4715
C -2.2635 -4.9500 -3.8841
H 2.6965 3.5124 0.9666
H 5.4996 -1.5394 4.2695
H 0.5447 -1.8679 4.4527
C 0.3648 -1.7493 -0.5187
C 1.0522 -0.7368 0.3671
O -1.5237 -5.8724 -4.5294
C 1.3865 -2.4657 -1.4369
C 2.6088 3.2910 -1.0939
F -1.7646 -2.0501 5.6940
C 1.8570 1.5675 0.7020
C 2.3711 -0.2086 2.3179
H 1.0681 5.1200 3.0940
H 0.6701 -0.2521 -3.0366
C 1.3852 6.0098 2.5574
O 2.8626 3.1890 3.0225
F 2.4285 0.5266 -2.4677
H -0.0502 4.6346 -1.1809
Br 6.0500 1.0900 6.9324
H 5.2705 2.1056 3.6079
F -0.6077 0.0976 3.7680
H -9.7004 -5.2168 -2.6732
C 4.4042 1.4745 3.4486
F -2.5470 0.1115 4.7364
O -7.4728 -5.8686 -1.4153
H 1.5582 -6.3739 -3.4931
H -0.6247 0.6162 -1.2857
C -0.7625 6.5299 1.8351
C 0.2393 5.3730 -1.9315
C 2.4552 1.1309 1.8896
H 2.0753 -1.7372 -1.8619
C 0.3784 1.0443 -1.2960
H -2.9667 7.9351 1.6012
C -2.8605 7.0449 0.9844
F -2.3686 -0.5278 2.6807
C -0.1679 -2.5867 4.0634
F -2.5234 -2.7953 3.7769
C 4.3478 0.2087 3.8565
H 1.9365 3.0830 -1.9239
H -9.9229 -5.0158 -0.9176
O -2.5575 -5.0251 -2.7214
C 3.0915 -0.5632 3.5850
O 3.0170 4.6606 -1.1583
C 5.3028 -0.4912 6.0780
H 6.4138 -0.0278 4.2755
H -3.3139 7.2152 0.0122
H -0.1138 4.9972 -2.8952
O 0.4930 6.2869 1.4678
H -0.3148 -3.8417 2.2889
H 1.9915 -3.1483 -0.8372
H 0.2259 2.1188 -1.2201
H 3.2946 7.8987 -1.5885
O -8.4234 -3.8500 -1.7641
H 0.8393 -5.0894 -4.4279
*
```

Density functional theory data (ωB97M-V/def2-TZVPD) for the ion C4H8N3OS with charge +1 in a non-equilibrium geometry.

Computed properties:
Largest force on an atom (eV/A): 14.75
ΔE to the lowest compared entry with this formula, charge and spin (kcal per mole): 60.8
E (hartree): -794.4626

Geometry as ORCA input:
```
! RIJCOSX wB97M-V def2-TZVPD def2/J DEFGRID3
* xyz 1 3
N -0.6832 -1.4106 0.3993
H 2.2513 1.1505 -2.1157
O -1.4646 -0.6397 2.3760
N 2.0591 1.3184 -1.1236
C 1.1721 0.6190 -0.3712
S -2.1440 0.8858 0.2297
C -0.4052 -1.2776 -0.9511
H -1.0266 -1.8165 -1.6702
C 0.5299 -0.3772 -1.3392
H 0.6633 -0.4070 -2.3896
H -0.4898 -2.3521 0.7051
H -1.4322 -1.5316 2.7455
H 1.1035 1.7864 0.9142
H -2.3541 1.7005 1.3036
N 0.8192 0.8588 0.7934
C -1.2259 -0.4784 1.0819
H 2.6274 1.9712 -0.5880
*
```